{"formula": "C2H2FOTm", "method": "the ωB97M-V functional and the def2-TZVPD basis", "elements": ["Tm", "F", "O", "C", "C", "H", "H"], "coordinates": [[2.59, 0.98, -0.38], [-1.08, 1.46, -0.30], [0.56, -0.02, -0.88], [-0.52, -0.70, 0.36], [-0.10, 0.63, 0.16], [-1.52, -0.99, 0.06], [0.07, -1.37, 0.98]], "homo_ev": [-19.37, -19.17], "multiplicity": 3, "orbital_gap_ev": [8.7, 7.9], "lumo_energy_ha": [-0.39134, -0.41338], "e_above_lowest_kj_mol": 25.0, "total_charge": 2, "s_squared": 2.007}

{"formula": "C5H6O2", "method": "the ωB97M-V functional and the def2-TZVPD basis", "elements": ["O", "O", "C", "C", "C", "C", "C", "H", "H", "H", "H", "H", "H"], "coordinates": [[2.11, -1.01, -0.19], [-1.01, 1.73, -1.42], [0.03, 0.20, 0.06], [-0.16, -0.22, 1.43], [-0.35, 1.55, -0.43], [-0.79, -0.98, -0.21], [1.25, -0.31, -0.67], [0.77, -0.36, 2.01], [1.17, -0.03, -1.74], [0.11, 2.36, 0.17], [-1.04, -0.13, 2.05], [-1.66, -0.81, -0.87], [-0.42, -1.99, -0.21]], "homo_ev": -9.29, "orbital_gap_ev": 9.4, "lumo_energy_ha": 0.00599, "e_above_lowest_kj_mol": 387.9}

{"formula": "C2H5N3OS2", "method": "the ωB97M-V functional and the def2-TZVPD basis", "elements": ["S", "S", "O", "N", "N", "N", "C", "C", "H", "H", "H", "H", "H"], "coordinates": [[0.52, 2.52, -0.51], [1.40, -1.86, -2.04], [-1.83, -0.69, 1.40], [-0.73, -0.15, 0.59], [0.92, -0.82, -0.78], [0.54, 1.83, 1.07], [0.05, 0.77, 1.40], [-0.22, -1.06, -0.27], [-2.49, 0.15, 1.34], [2.15, -0.53, -3.04], [-0.21, 0.57, 2.46], [-0.92, -1.85, -0.37], [0.82, 1.11, -1.26]], "homo_ev": -8.70, "orbital_gap_ev": 8.2, "lumo_energy_ha": -0.01842, "e_above_lowest_kj_mol": 591.4}

{"formula": "C22H33N3O2PSSiW", "method": "the ωB97M-V functional and the def2-TZVPD basis", "elements": ["W", "S", "P", "Si", "O", "O", "N", "N", "N", "C", "C", "C", "C", "C", "C", "C", "C", "C", "C", "C", "C", "C", "C", "C", "C", "C", "C", "C", "C", "C", "C", "H", "H", "H", "H", "H", "H", "H", "H", "H", "H", "H", "H", "H", "H", "H", "H", "H", "H", "H", "H", "H", "H", "H", "H", "H", "H", "H", "H", "H", "H", "H", "H", "H"], "coordinates": [[11.69, 8.63, 7.84], [9.45, 7.84, 7.53], [13.21, 11.51, 8.99], [13.19, 7.46, 5.61], [12.15, 10.39, 8.58], [12.15, 7.82, 9.82], [13.00, 7.33, 7.43], [8.29, 5.75, 9.09], [7.04, 7.47, 8.88], [11.18, 7.69, 10.86], [13.67, 6.15, 10.84], [15.20, 5.04, 9.48], [13.20, 6.83, 9.71], [9.62, 6.41, 12.16], [14.75, 10.86, 8.46], [10.62, 8.88, 11.24], [12.87, 13.09, 8.21], [14.70, 5.30, 10.74], [6.21, 6.47, 9.40], [10.75, 6.45, 11.35], [13.62, 6.55, 8.43], [9.27, 4.67, 8.86], [9.02, 7.59, 12.53], [8.29, 7.02, 8.64], [13.35, 11.71, 10.75], [11.65, 8.74, 5.42], [14.65, 5.54, 8.31], [7.07, 5.43, 9.63], [14.80, 8.19, 5.26], [12.72, 5.89, 4.72], [9.52, 8.82, 12.14], [11.84, 13.41, 8.07], [14.68, 10.78, 7.38], [15.96, 4.28, 9.32], [13.49, 13.00, 7.31], [13.20, 6.37, 11.78], [14.95, 8.12, 4.23], [11.68, 5.58, 4.91], [9.10, 9.74, 12.55], [10.28, 5.12, 8.91], [12.43, 12.06, 11.17], [5.27, 6.79, 9.80], [10.69, 8.49, 5.06], [8.26, 7.64, 13.25], [14.94, 9.83, 8.75], [13.31, 5.03, 5.00], [15.67, 11.33, 8.76], [11.58, 9.54, 6.20], [14.08, 12.57, 10.95], [9.15, 4.23, 7.86], [9.24, 3.98, 9.67], [15.12, 5.31, 7.34], [10.95, 9.86, 10.86], [9.25, 5.48, 12.51], [6.75, 4.46, 10.05], [12.81, 6.24, 3.67], [13.25, 13.78, 8.92], [14.66, 9.25, 5.42], [11.07, 5.48, 11.12], [15.09, 4.78, 11.58], [13.71, 10.72, 11.18], [11.88, 9.58, 4.76], [6.75, 8.29, 8.39], [15.67, 7.78, 5.81]], "homo_ev": [-16.85, -16.97], "multiplicity": 3, "orbital_gap_ev": [7.6, 6.9], "lumo_energy_ha": [-0.33956, -0.36841], "e_above_lowest_kj_mol": 36.3, "total_charge": 3, "s_squared": 2.019}

{"formula": "C11H12NOS2", "method": "the ωB97M-V functional and the def2-TZVPD basis", "elements": ["S", "S", "O", "N", "C", "C", "C", "C", "C", "C", "C", "C", "C", "C", "C", "H", "H", "H", "H", "H", "H", "H", "H", "H", "H", "H", "H"], "coordinates": [[2.17, 1.37, -0.03], [-2.67, -0.73, 0.79], [0.14, -2.28, 0.95], [1.00, -1.44, -1.01], [-0.23, -1.57, -0.11], [-1.54, 0.22, -1.34], [-1.37, -0.75, -0.34], [0.07, 2.57, 0.74], [1.33, -2.82, 0.83], [0.30, 1.53, 1.76], [0.98, 2.61, -0.28], [1.39, 0.82, 1.46], [2.03, -2.41, -0.42], [-2.67, 1.00, -1.14], [-3.35, 0.65, 0.05], [-0.23, 1.27, 2.67], [0.63, -1.45, -1.94], [1.58, -3.47, 1.68], [-0.99, 0.54, -2.21], [2.11, -3.11, -1.23], [1.67, 0.06, 2.12], [-2.86, 1.85, -1.86], [-4.19, 1.15, 0.50], [1.09, 3.29, -1.10], [1.44, -0.44, -0.97], [-0.79, 3.30, 0.89], [2.97, -1.76, -0.47]], "homo_ev": [-11.38, -10.72], "orbital_gap_ev": [7.3, 7.3], "lumo_energy_ha": [-0.15124, -0.12502], "e_above_lowest_kj_mol": 430.6, "total_charge": 1}

{"formula": "C4H7ClN2OS", "method": "the ωB97M-V functional and the def2-TZVPD basis", "elements": ["Cl", "S", "O", "N", "N", "C", "C", "C", "C", "H", "H", "H", "H", "H", "H", "H"], "coordinates": [[-1.23, -0.64, 0.74], [0.93, -1.51, -0.41], [1.06, 2.35, -0.25], [-4.51, -0.77, -0.93], [1.56, 1.05, -0.15], [2.66, -1.55, 0.10], [-3.67, -0.25, -0.32], [-2.63, 0.41, 0.46], [0.65, 0.21, -0.44], [2.79, -1.08, 1.08], [-3.03, 0.72, 1.43], [-2.29, 1.30, -0.08], [1.83, 2.89, -0.01], [-0.35, 0.52, -0.73], [2.95, -2.60, 0.15], [3.29, -1.03, -0.63]], "homo_ev": -8.75, "orbital_gap_ev": 9.4, "lumo_energy_ha": 0.02331, "e_above_lowest_kj_mol": 197.5}

{"formula": "C3H7BrNS", "method": "the ωB97M-V functional and the def2-TZVPD basis", "elements": ["Br", "S", "N", "C", "C", "C", "H", "H", "H", "H", "H", "H", "H"], "coordinates": [[0.41, -1.58, -2.48], [1.66, 0.51, -0.29], [-0.60, -0.85, 0.58], [0.08, 1.34, -0.32], [-0.68, 0.62, 0.82], [1.27, -1.03, -0.76], [-1.42, -1.24, 0.13], [-0.10, 0.98, 1.76], [1.72, -1.82, -0.18], [-0.41, -1.49, 1.26], [-1.72, 0.94, 0.83], [-0.41, 1.23, -1.37], [0.19, 2.39, 0.01]], "homo_ev": [-12.17, -14.30], "multiplicity": 3, "orbital_gap_ev": [8.4, 5.7], "lumo_energy_ha": [-0.13858, -0.31723], "e_above_lowest_kj_mol": 0.0, "total_charge": 1, "s_squared": 2.007}

{"formula": "C4HLiO2Sr", "method": "the ωB97M-V functional and the def2-TZVPD basis", "elements": ["Sr", "O", "O", "C", "C", "C", "C", "Li", "H"], "coordinates": [[-0.25, 2.13, 0.87], [-1.57, 0.59, -0.78], [3.47, 0.25, -0.31], [-1.26, -0.66, -0.42], [0.08, -0.85, 0.01], [2.32, 0.18, -0.11], [1.03, 0.20, 0.10], [-4.03, 0.03, 0.21], [0.21, -1.87, 0.43]], "homo_ev": [-9.60, -9.32], "multiplicity": 2, "orbital_gap_ev": [4.5, 4.3], "lumo_energy_ha": [-0.18901, -0.18556], "total_charge": 1, "s_squared": 0.766}

Number 1: strongest force on any atom 3.74 eV Å⁻¹. Number 2: strongest force on any atom 1.58 eV Å⁻¹. Number 3: strongest force on any atom 4.17 eV Å⁻¹. Number 4: strongest force on any atom 2.68 eV Å⁻¹. Number 5: strongest force on any atom 3.04 eV Å⁻¹. Number 6: strongest force on any atom 4.11 eV Å⁻¹. Number 7: strongest force on any atom 3.60 eV Å⁻¹. Number 8: strongest force on any atom 4.68 eV Å⁻¹.